Entry 1:
Formula: C16H24As2Ca2F15NO14
Source: the Open Molecules 2025 dataset
Level of theory: ωB97M-V/def2-TZVPD

## Properties
Charge: 0
Kohn-Sham gap (eV): 6.84
LUMO level (eV): -1.19

```
74
Properties=species:S:1:pos:R:3:lowdin_charge:R:1
C -4.918 2.023 1.954 -0.058
O 0.989 5.606 -0.060 0.100
O 1.226 0.536 -4.845 -0.027
C 3.613 -3.587 1.953 -0.271
O 1.412 4.666 -2.067 0.187
N 1.867 0.697 -3.784 -0.589
H -4.038 1.092 4.181 0.082
H 4.722 3.921 1.000 0.083
F -3.029 3.571 -3.868 -0.241
F -1.971 1.604 -4.944 -0.255
O 2.279 1.814 -3.496 0.034
As -1.910 -4.964 -2.920 0.829
H 4.175 4.211 2.645 0.076
O -5.194 -0.273 1.476 0.120
C 4.085 4.554 1.617 -0.005
O -1.626 -1.421 -1.361 -0.405
H -5.737 2.738 1.909 0.139
C 1.719 5.645 1.142 -0.119
F -0.546 -3.980 -2.294 -0.362
O 2.376 -3.018 -1.214 0.026
O -4.522 1.655 0.636 0.121
H 5.180 -4.863 1.120 0.141
H 2.982 1.307 0.152 0.078
F -2.425 -1.813 1.354 0.136
H -4.129 2.480 2.549 0.134
H 2.299 6.547 1.343 0.130
O 4.327 -3.534 -0.298 0.109
H 0.938 1.242 -1.034 0.112
O 2.033 -0.300 -3.012 -0.236
O 2.596 4.047 -0.288 0.068
H 2.948 -5.547 2.319 0.095
H 2.900 -0.316 -0.350 0.066
F -0.297 -2.216 1.229 0.157
F -3.326 -5.871 -3.419 -0.251
H 5.537 -3.052 1.101 0.142
H 2.329 -4.235 3.481 0.089
H -3.610 -0.420 3.481 0.081
C 2.420 0.392 0.334 -0.035
H 3.761 -2.635 2.464 0.150
C -5.321 0.681 2.573 -0.254
C -1.131 -0.672 -0.330 -0.432
F -1.876 2.837 -1.655 -0.264
C 3.161 -4.683 2.944 -0.001
C 2.632 4.424 1.082 -0.336
C -4.724 0.367 0.414 -0.550
H 0.446 1.221 0.571 0.122
H 1.174 5.419 2.060 0.131
F -1.025 -0.313 2.034 0.160
H -6.349 0.782 2.918 0.149
F -0.953 0.928 -2.828 -0.267
C 0.988 0.603 -0.149 -0.208
H 2.104 3.652 1.651 0.135
As -1.965 2.288 -3.340 0.838
Ca 0.599 -1.975 -2.415 1.604
F -1.007 -6.456 -2.930 -0.236
H 3.935 -4.911 3.676 0.087
H -5.115 -0.268 4.509 0.084
C 4.797 -3.848 1.028 -0.050
H -1.738 0.240 -0.389 0.146
H 4.432 5.579 1.485 0.078
C 1.604 4.764 -0.899 -0.546
F -3.365 1.234 -2.925 -0.361
H 2.508 -0.046 1.327 0.071
Ca -3.661 -1.246 -2.511 1.662
F -2.898 -3.433 -2.814 -0.404
C 3.026 -3.373 -0.256 -0.568
O 0.257 -0.554 -0.626 -0.241
O -4.461 -0.175 -0.632 -0.025
F -1.502 -4.659 -4.560 -0.216
F -0.471 3.141 -3.776 -0.239
C -1.216 -1.251 1.114 -0.552
C -4.473 0.182 3.758 0.004
O 2.544 -3.492 0.971 0.094
F -2.389 -5.288 -1.264 -0.244
```

=====

Entry 2:
Formula: C16H24B2Br2CaCl4CsF7LiN4O9
Source: the Open Molecules 2025 dataset
Level of theory: ωB97M-V/def2-TZVPD

## Properties
Charge: +1
Kohn-Sham gap (eV): 2.31
LUMO level (eV): -6.70

```
71
Properties=species:S:1:pos:R:3:lowdin_charge:R:1
C 2.732 -2.072 -1.554 -0.333
F 1.643 -5.607 6.325 0.074
Br 1.107 -4.309 -3.593 0.018
H 0.629 -2.099 1.649 0.160
H -1.615 -5.179 -1.896 0.117
N -2.439 -1.317 -1.522 0.213
H 3.722 -3.918 -1.129 0.105
O -2.332 7.872 -0.812 0.148
H 3.740 -1.758 -1.882 0.095
H -1.767 -6.882 -5.118 0.089
Li -1.397 7.679 3.766 0.792
C -2.450 -5.200 -3.924 -0.466
H 2.154 -2.256 -2.465 -0.043
C -0.404 0.914 3.527 -0.567
H 1.897 5.592 2.403 0.119
H -2.784 7.202 -1.366 0.135
Cl 1.007 0.294 -6.200 0.580
H -0.629 8.912 0.930 0.136
O 2.158 -0.949 -0.787 -0.187
O 1.457 4.943 1.826 0.078
C 2.894 -3.344 -0.718 -0.091
O -1.716 -4.278 -4.663 -0.130
F -0.284 1.330 -0.888 0.149
O -0.684 1.028 4.831 -1.010
O 1.184 -1.406 1.253 0.193
C 2.119 0.335 -4.845 -2.014
C -1.864 -6.616 -4.072 -0.047
H -0.906 -6.637 -3.553 0.050
H -0.305 -0.130 3.131 0.041
C -1.325 5.746 -0.395 -0.304
F 3.885 -5.112 6.121 0.061
B 2.693 -4.810 6.816 -1.248
H -2.512 -7.322 -3.546 0.083
F -1.688 0.902 0.710 0.202
N -0.788 -2.755 -1.165 0.244
N -2.876 -3.503 -2.172 0.138
C -0.309 4.984 0.299 0.061
C -0.586 7.846 0.743 0.050
N -1.408 -0.646 -0.929 0.093
B 0.999 -1.296 -0.088 -0.595
H -3.303 -0.865 -1.777 0.196
Cs 0.816 0.310 5.992 1.343
C -1.452 0.752 -0.593 -0.575
H -0.247 3.927 0.094 0.122
O 0.172 6.919 5.485 -0.080
H 3.104 -3.161 0.350 0.071
H 2.006 -3.971 -0.838 0.057
Cl 3.373 1.545 -5.131 0.540
Ca 4.088 -0.680 0.463 1.732
Cl 2.869 -1.252 -4.638 0.567
H -0.753 -4.280 -4.421 -0.160
O -2.116 5.272 -1.187 0.117
H -1.133 1.355 2.842 0.009
C 0.406 7.066 1.456 -0.350
F 2.376 -3.447 6.573 0.032
H -3.445 -5.219 -4.376 0.141
H -3.323 -5.530 -2.021 0.134
O 1.158 7.553 2.292 0.068
H -3.806 -3.167 -2.368 0.172
F 2.864 -5.011 8.187 0.097
F -2.450 1.318 -1.273 0.205
C 0.508 5.591 1.170 -0.287
Cl 1.223 0.766 -3.364 0.551
C -0.438 -1.564 -0.743 -0.089
Br -1.090 3.985 3.979 -0.226
H 0.006 7.164 4.575 -0.083
H 0.557 1.382 3.175 0.041
H 1.117 6.727 5.494 0.065
C -1.409 7.231 -0.130 -0.223
C -2.525 -4.901 -2.420 -0.113
C -2.064 -2.611 -1.659 -0.263
```

=====

Entry 3:
Formula: C16H24F12MnO12P2
Source: the Open Molecules 2025 dataset
Level of theory: ωB97M-V/def2-TZVPD

## Properties
Charge: 0
2S+1: 6
Kohn-Sham gap (alpha / beta) (eV): 10.34 / 11.11
LUMO level (alpha / beta) (eV): 0.29 / 0.29
Energy above the lowest of the compared OMol25 structures with the same formula, charge and spin (kcal/mol): 8.7
<S²>: 8.752

```
67
Properties=species:S:1:pos:R:3:lowdin_charge:R:1
C 3.996 -0.900 4.705 -0.023
H -5.740 -1.087 0.031 0.100
H 4.174 0.173 4.775 0.093
H -6.384 -0.384 1.431 0.099
C 1.809 -4.697 -1.755 -0.016
H -1.899 3.565 -4.356 0.143
H -2.830 6.394 -3.485 0.077
F 0.883 2.660 1.371 -0.182
O 0.921 -2.465 -1.004 0.163
F 1.991 0.708 -0.598 -0.245
F -0.342 4.337 2.232 -0.142
H -3.991 5.042 -3.647 0.083
O -0.448 -0.753 -0.803 0.067
H 4.324 -3.388 2.782 0.139
O -3.877 -0.821 1.771 0.131
H -4.379 -3.311 0.135 0.125
H -0.035 4.445 -4.408 0.141
H 2.935 -3.240 3.912 0.132
H 2.597 -4.797 -1.009 0.084
F 3.722 -0.082 -1.936 -0.181
H -3.973 -3.981 1.739 0.124
O -0.788 2.163 -1.006 0.117
C -6.010 -1.337 1.057 -0.045
C 3.831 -1.304 3.284 -0.327
P 3.260 1.425 -1.422 0.290
F 2.567 2.741 -0.850 -0.138
H 1.114 -5.326 -1.199 0.089
C -0.467 4.618 -3.422 -0.150
F 1.578 3.152 3.414 -0.139
F 4.438 2.309 -2.140 -0.144
H 4.879 -1.325 5.183 0.092
O -0.376 -2.052 -2.646 0.077
H 2.024 -5.230 -2.681 0.095
Mn 0.293 0.931 0.530 1.027
O -1.732 -0.553 1.449 0.161
F -0.919 2.797 4.008 -0.135
H -5.128 -2.258 2.779 0.150
F -1.092 2.286 1.700 -0.206
O -0.040 3.924 -2.337 0.108
H 3.038 -1.007 5.214 0.099
C -4.035 -3.072 1.141 -0.043
F 2.343 1.473 -2.785 -0.171
C 3.428 -2.821 3.035 -0.054
H -2.861 5.583 -4.919 0.080
H 4.692 -1.174 2.627 0.159
C -1.925 4.273 -3.527 -0.276
H 2.330 -2.629 -2.222 0.157
O 2.759 -0.571 2.784 0.094
P 0.103 2.821 2.718 0.282
O 1.106 -0.856 1.358 0.091
F 0.356 1.238 2.945 -0.157
C 1.909 -1.366 2.090 -0.479
C -2.975 5.378 -3.854 -0.003
C -4.880 -1.822 1.811 -0.289
F 4.017 1.138 0.021 -0.169
O -2.760 -2.483 1.109 0.075
O -2.117 3.305 -2.463 0.092
C 1.463 -3.267 -2.051 -0.252
H -0.150 -3.924 -3.366 0.132
H -6.751 -2.135 1.034 0.099
C -0.933 3.052 -1.818 -0.422
C 0.066 -1.693 -1.408 -0.576
H 0.973 -2.667 -4.124 0.140
C -2.691 -1.239 1.522 -0.617
O 2.413 -2.573 2.108 0.096
H -0.261 5.684 -3.329 0.138
C 0.458 -3.029 -3.234 -0.061
```

=====

Entry 4:
Formula: C16H24F12O8Sr
Source: the Open Molecules 2025 dataset
Level of theory: ωB97M-V/def2-TZVPD

## Properties
Charge: -2
Kohn-Sham gap (eV): 2.84
LUMO level (eV): 0.23
Energy above the lowest of the compared OMol25 structures with the same formula, charge and spin (kcal/mol): 351.6

```
61
Properties=species:S:1:pos:R:3:lowdin_charge:R:1
F -23.953 -0.707 -7.639 0.104
F -21.145 -10.581 -9.570 0.057
C -27.605 -1.642 -12.031 -0.100
H -22.308 -8.513 -10.501 0.116
O -21.781 -0.945 -18.136 -0.273
O -25.488 -1.016 -11.121 -0.124
H -17.397 -7.472 -8.517 0.058
H -18.551 -8.174 -10.261 0.112
H -19.103 -9.268 -8.912 0.102
F -22.834 0.842 -20.367 0.113
H -16.694 -8.740 -16.618 0.072
C -24.980 -0.517 -8.508 -0.541
H -25.976 -2.916 -11.736 0.102
O -23.217 -0.832 -10.541 -0.318
C -16.985 -7.805 -16.138 -0.118
C -15.917 -7.261 -15.321 -0.276
C -21.022 -10.036 -10.853 -0.506
H -20.241 2.763 -18.813 0.106
F -20.841 1.330 -20.869 0.138
C -21.554 0.395 -20.279 -0.613
F -19.867 -10.497 -11.306 0.132
F -21.513 -0.603 -21.125 0.156
H -24.325 -2.125 -9.756 0.113
H -14.957 -7.272 -15.838 0.107
C -19.146 -8.273 -9.353 -0.285
H -27.698 -0.639 -11.616 0.070
H -27.557 -1.512 -13.112 0.069
C -26.440 -2.098 -11.184 -0.307
H -28.494 -2.202 -11.738 0.062
H -15.907 -7.925 -14.456 0.116
H -20.341 3.143 -16.340 0.069
C -19.903 1.979 -18.136 -0.282
H -18.925 1.649 -18.487 0.106
H -18.597 -6.196 -8.771 0.071
F -13.205 -4.050 -13.703 0.083
C -15.138 -4.891 -15.008 -0.393
C -18.458 -7.229 -8.454 -0.094
C -13.976 -5.163 -13.937 -0.639
F -25.966 -1.257 -8.031 0.112
H -17.647 -7.273 -16.822 0.077
H -14.723 -4.972 -16.013 0.122
C -21.062 -0.009 -18.882 -0.463
O -20.488 -7.837 -9.559 -0.132
O -21.011 -7.489 -11.676 -0.327
H -18.570 2.893 -16.590 0.059
O -16.201 -5.905 -14.811 -0.139
H -18.644 -7.188 -7.381 0.056
H -20.019 -0.324 -18.922 0.129
O -15.896 -3.657 -14.994 -0.325
C -21.232 -8.483 -10.672 -0.414
F -13.120 -6.042 -14.417 0.139
F -21.989 -10.589 -11.681 0.075
C -19.567 2.472 -16.713 -0.088
H -19.475 1.613 -16.049 0.062
H -17.730 -8.245 -15.475 0.072
C -24.498 -1.075 -9.989 -0.392
F -25.506 0.719 -8.386 0.106
H -26.812 -2.614 -10.299 0.109
O -20.873 0.977 -17.841 -0.132
F -14.471 -5.469 -12.805 0.202
Sr -20.351 -2.824 -14.189 1.723
```